47
Properties=species:S:1:pos:R:3:forces:R:3 method="wB97M-V/def2-TZVPD" lumo_ha=0.103 spin_multiplicity=1 charge=-1 relative_energy_kj_mol=25.5
Rh -0.12211 -0.32638 0.05246 0.1 -0.4 -0.8
C -4.21981 0.68298 0.15715 0.0 0.0 -0.1
C -2.73336 0.86936 -0.03383 0.1 0.2 -0.5
O -2.08956 -0.20182 -0.33152 -0.3 -0.1 0.9
C -2.19714 2.14536 0.02982 0.2 -0.1 0.1
C -0.82004 2.49956 -0.12186 -0.2 -0.1 0.0
C -0.44067 3.94946 -0.18712 0.0 0.0 0.0
N 0.11756 1.59442 -0.15301 0.0 0.1 0.1
N 1.44472 2.01153 -0.19961 0.1 0.0 0.1
C 2.25150 0.98817 -0.10110 -0.2 0.1 -0.1
O 1.89166 -0.25540 -0.02958 -0.1 0.2 0.2
C 3.71259 1.26025 -0.06445 0.1 0.1 0.0
C 4.59850 0.19884 0.09399 0.0 0.0 0.0
C 5.96389 0.43541 0.15832 0.0 0.0 0.0
C 6.45381 1.72964 0.06476 0.0 0.0 0.0
C 5.57182 2.79168 -0.09746 0.0 0.0 0.0
C 4.20813 2.55999 -0.16103 0.0 -0.1 0.0
H -4.40933 -0.33705 0.48599 0.0 0.0 0.0
H -4.74605 0.83842 -0.78732 0.0 0.0 0.0
H -4.61808 1.38750 0.88678 0.0 0.0 0.0
H -2.87791 2.96491 0.21753 0.0 0.0 0.0
H -1.32693 4.57750 -0.12671 0.0 0.0 0.0
H 0.09380 4.16070 -1.11359 0.0 0.0 0.0
H 0.24232 4.19221 0.62815 0.0 0.0 0.0
H 4.20150 -0.80434 0.16603 0.0 0.0 0.0
H 6.64605 -0.39618 0.28348 0.0 0.0 0.0
H 7.52009 1.91273 0.11953 0.0 0.0 0.0
H 5.94978 3.80402 -0.17269 0.0 0.0 0.0
H 3.50772 3.37411 -0.28495 0.0 0.0 0.0
C -0.29496 1.54999 2.96682 0.0 -0.1 0.0
Si -0.08631 -0.20437 2.30081 0.0 0.0 0.4
C -1.48876 -1.24833 3.00385 0.0 0.1 0.0
C 1.55773 -0.84944 2.95152 -0.1 0.0 0.0
H -0.31054 1.51013 4.06080 0.0 0.0 0.0
H -1.22467 2.00817 2.62731 0.0 0.0 0.0
H 0.53880 2.18572 2.66017 0.0 0.0 0.0
H -1.45995 -1.22795 4.09800 0.0 0.0 0.0
H -1.40572 -2.28157 2.66902 0.0 0.0 0.0
H -2.46030 -0.86584 2.68274 0.0 0.0 0.0
H 1.54602 -0.87472 4.04595 0.0 0.0 0.0
H 2.38505 -0.21447 2.63234 0.0 0.0 0.0
H 1.74947 -1.85737 2.58127 0.0 0.0 0.0
N -0.18972 -2.38599 0.24171 0.2 0.2 -0.2
C 0.07576 -3.51845 0.24601 -0.2 0.0 0.1
N 0.21040 -4.79712 0.33584 0.0 0.0 0.0
C 1.28405 -5.39074 -0.15228 0.0 0.0 0.0
N 2.18765 -6.00539 -0.54092 0.0 0.0 0.0

***

63
Properties=species:S:1:pos:R:3:forces:R:3 method="wB97M-V/def2-TZVPD" lumo_ha="-0.231 / -0.353" s_squared=2.092 spin_multiplicity=3 charge=+2
C -1.36072 -1.57485 1.58357 0.0 0.7 -0.2
H -0.99060 -1.08257 2.51605 -0.5 -0.3 -0.2
H -2.48031 -1.44917 1.44501 1.4 -0.5 0.5
H 0.86447 0.12107 -0.58661 3.1 0.0 -0.4
C -0.71391 -2.95922 1.40171 -0.3 1.7 0.3
H -0.84492 -3.23253 0.36902 -0.2 -0.8 -0.5
H 0.33221 -2.73127 1.52932 1.1 -0.2 0.0
C -1.09936 -4.01155 2.40086 -1.0 -0.7 -0.2
H -0.64496 -4.98020 2.18665 0.0 0.1 0.0
H -0.84205 -3.73472 3.41373 0.1 0.2 0.2
H -2.19757 -4.11870 2.36254 0.4 -0.2 0.1
C -0.35496 0.91672 -1.54282 -0.1 -0.8 -0.5
C -0.68703 -0.46511 -1.82812 -1.6 0.6 -0.8
C -1.96541 -0.71305 -1.23193 -0.3 0.0 -1.3
C -2.40948 0.48585 -0.61134 -0.3 -0.4 0.3
C -1.42180 1.47283 -0.77848 0.3 -0.2 -0.2
C -1.50766 2.89529 -0.35457 0.1 0.5 0.7
C -3.74157 0.65914 0.05322 -0.1 0.2 0.7
C -2.79997 -1.94167 -1.43781 -0.1 -0.7 0.5
C 0.06942 -1.38008 -2.70084 0.6 -0.7 -0.6
C 0.77034 1.66866 -2.14321 0.7 0.8 -0.5
V -0.26832 -0.47068 0.15978 -4.2 1.0 2.1
H -3.81528 1.65189 0.53078 0.0 -0.5 -0.2
H -4.61138 0.56033 -0.62344 0.6 0.0 0.1
H -3.86969 -0.09947 0.84759 0.0 0.3 -0.3
H -2.33750 3.04133 0.35401 0.5 0.0 -0.1
H -0.55889 3.17961 0.12830 -0.4 0.1 0.0
H -1.68121 3.62094 -1.16880 0.1 -0.6 0.0
H 1.59971 0.98755 -2.37353 -0.1 0.3 0.0
H 0.51641 2.18640 -3.08451 -0.2 -0.3 0.4
H 1.11628 2.44965 -1.44492 0.0 -0.3 -0.3
H -0.22563 -2.42605 -2.50805 0.3 0.4 -0.1
H -0.09725 -1.19413 -3.78022 0.0 0.0 0.5
H 1.15226 -1.25485 -2.50836 -0.4 -0.3 -0.2
H -2.94969 -2.44161 -0.46009 -0.1 0.1 -0.5
H -3.81130 -1.74808 -1.86020 0.7 0.2 0.3
H -2.30220 -2.66273 -2.10858 -0.2 0.3 0.3
C 6.23337 2.20779 0.79760 1.0 0.2 -0.3
N 4.96794 1.56902 0.51272 -0.6 0.9 2.1
N 3.88751 1.79846 1.28524 1.2 1.6 -0.2
C 2.82159 1.07423 0.78701 -2.1 -0.2 0.6
O 1.66318 1.37187 1.16892 1.5 -1.2 -0.7
C 3.41831 0.16279 -0.15052 -0.6 -0.8 -0.8
C 4.71612 0.54215 -0.32441 -0.3 -0.8 -0.7
C 5.76438 0.03603 -1.23961 0.3 -0.4 -0.4
C 3.70026 2.92501 2.13098 -0.4 0.1 0.1
C 4.08441 4.19640 1.72550 0.2 0.4 0.3
C 3.78223 5.27482 2.56171 0.1 -0.2 -0.3
C 3.03871 5.08077 3.73207 0.0 -0.1 -0.1
C 2.59731 3.79709 4.08302 0.1 0.3 -0.2
C 2.92591 2.71794 3.27485 0.0 -0.1 0.4
H 7.01594 1.62929 0.29199 -0.3 0.2 0.2
H 6.44035 2.23401 1.87418 -0.3 -0.1 -0.2
H 6.24633 3.23554 0.41464 0.1 -0.4 0.0
H 2.90751 -0.65907 -0.65651 0.3 0.5 0.2
H 6.17698 0.83721 -1.87521 -0.2 -0.2 0.3
H 6.60065 -0.42958 -0.69198 -0.3 0.2 -0.1
H 5.32530 -0.72502 -1.89762 0.2 0.2 0.2
H 4.60569 4.32837 0.77721 -0.2 0.2 0.3
H 4.12209 6.26752 2.26848 -0.2 -0.2 0.1
H 2.79014 5.94033 4.35998 0.1 -0.3 -0.2
H 1.99341 3.64669 4.97544 0.2 0.0 -0.2
H 2.58375 1.71545 3.52820 0.2 0.3 0.0

***

46
Properties=species:S:1:pos:R:3:forces:R:3 method="wB97M-V/def2-TZVPD" lumo_ha="0.106 / 0.102" s_squared=0.750 spin_multiplicity=2 charge=-1
N 2.76682 -3.02472 0.79601 -0.3 -0.5 1.0
C 1.44208 -2.88142 0.20561 0.5 0.5 -1.4
C 1.59061 -2.79527 -1.34365 0.6 1.2 0.6
C 0.78415 -1.62148 0.78372 0.0 0.0 0.2
N -0.61568 -1.56475 0.40694 -0.6 -0.4 0.4
C -1.49020 -2.48056 1.19293 0.2 0.8 -0.9
C -2.87174 -2.50458 0.54018 -0.2 1.2 0.3
O -3.85639 -1.86798 1.35235 -1.2 -0.2 -0.4
H 3.24955 -2.13990 0.85493 0.0 0.0 -0.2
H 3.34992 -3.71777 0.35040 0.0 0.1 -0.2
H 0.83370 -3.78162 0.33139 0.1 0.1 0.8
H 2.48581 -2.19536 -1.53766 0.3 -0.2 0.0
H 1.74599 -3.79183 -1.74861 -0.2 0.0 -0.3
H 0.84571 -2.18186 -1.84427 -0.7 -0.6 0.0
H 1.29622 -0.74167 0.39041 0.0 0.0 -0.4
H 0.97206 -1.50864 1.86891 -0.2 -0.6 -0.1
H -1.00638 -0.64032 0.57576 0.3 0.2 -0.3
H -1.00637 -3.44431 1.24924 0.0 -0.3 0.1
H -1.65200 -2.05970 2.18344 0.2 -0.2 0.5
H -2.83350 -1.81626 -0.30953 0.2 -0.3 -0.2
H -3.22041 -3.46336 0.14567 0.1 -0.2 0.4
H -3.76857 -1.82003 2.30968 0.8 -0.3 -0.2
H -3.01039 1.33799 2.55447 0.0 -0.4 0.1
H -4.19833 0.70747 1.95013 0.0 -0.4 0.2
O -3.68516 0.66467 2.77131 -0.1 0.5 -0.2
H -0.66987 2.34763 -0.52482 -0.1 0.1 -0.5
H -1.02051 3.46186 -1.48932 -0.1 0.3 0.1
O -0.75286 2.53720 -1.48206 -0.1 -0.2 0.2
H 1.16631 2.44830 -2.10140 -0.3 0.1 -0.1
H 0.55550 1.42693 -2.99844 0.4 -0.2 0.2
O 1.43449 1.69540 -2.64902 0.1 0.2 -0.3
H 2.55469 1.50497 -1.46533 0.5 0.2 0.4
H 4.02158 2.00971 -1.15555 0.0 0.0 -0.2
O 3.18090 1.80479 -0.73968 -0.2 -0.7 -0.4
H -1.04183 2.19595 1.65201 0.0 0.9 -0.2
H -2.27346 2.64591 0.72515 0.6 0.3 0.3
O -1.78794 1.90140 1.12066 -0.6 -1.3 0.0
H 3.10430 3.57681 1.72352 0.3 -0.5 -0.1
H 2.83313 2.99397 0.18327 0.0 0.6 1.4
O 2.69990 3.73709 0.87171 -0.3 0.3 -0.7
H -1.60534 0.29192 -3.75521 0.1 0.3 0.1
H -0.52709 -0.44439 -2.96658 0.0 0.4 -0.1
O -0.66478 0.32690 -3.54231 -0.3 -0.9 -0.2
H 0.86723 3.95603 1.20192 0.0 0.2 -0.6
H -0.18116 4.91263 0.52587 0.1 -0.1 0.1
O -0.04067 4.00226 0.83585 -0.1 0.1 0.4